Entry 1:
# C5H20N2O5

A cluster of 5 separate species, C5H20N2O5 in total at a distorted geometry (ωB97M-V/def2-TZVPD, OMol25).

Last column: Mulliken charge in e.
Geometry (Å):
N -1.9596 -2.1457 -0.6301  -0.58
C -2.2913 -0.8952 0.0897  -0.48
N -1.7360 0.2653 -0.6263  -0.35
C -0.2630 0.1793 -0.8568  0.07
C 0.2838 1.6546 -0.7898  -0.13
C 1.7805 1.6403 -1.1194  -0.81
C 2.5292 0.6955 -0.1735  0.05
O 3.2647 -0.1460 -0.6212  -0.52
H -1.0454 -2.5068 -0.3724  0.37
H -2.6367 -2.8788 -0.4635  0.17
H -1.8078 -0.9646 1.0690  0.21
H -3.3312 -0.6031 0.0811  0.46
H -2.1123 0.4521 -1.5445  0.25
H -0.0562 -0.2037 -1.8627  0.19
H 0.3161 -0.4310 -0.1540  0.00
H 0.0285 2.0490 0.1889  -0.29
H -0.3826 2.3892 -1.2652  0.41
H 2.0698 1.3913 -2.1495  0.34
H 2.2023 2.6427 -0.9745  0.39
H 2.3346 0.8839 0.8808  0.36
O -1.7501 2.7451 1.3720  -0.69
H -1.6067 1.9610 0.8156  0.38
H -2.4398 3.3301 1.0536  0.24
O 0.2031 2.0280 3.0886  -0.62
H 0.2809 2.5351 2.3001  0.29
H -0.7110 1.7486 3.1413  0.32
O 0.2914 -3.5323 -1.9853  -0.68
H 1.0356 -2.9267 -2.0461  0.32
H -0.4617 -2.9801 -2.2300  0.35
O 0.5370 -2.0476 1.3743  -0.52
H 1.3136 -2.5964 1.3586  0.26
H 0.3120 -2.1569 2.3030  0.25

SMILES = NCNCCCC=O.O.O.O.O
ΔE to the lowest compared entry with this formula, charge and spin = 58.0 kcal per mole
LUMO level = 0.4 eV
HOMO level = -9.37 eV
net charge = 0

Entry 2:
# C5H24N2O6

A cluster of 6 separate species, C5H24N2O6 in total at a distorted geometry (ωB97M-V/def2-TZVPD, OMol25).

Last column: Mulliken charge in e.
Geometry (Å):
C -0.2693 -0.8979 3.0285  -0.91
N 0.1150 -1.5130 1.6734  -0.41
C 0.1218 -0.4566 0.5627  -0.90
C -0.0878 -0.9583 -0.8940  0.41
C 1.0288 -0.4437 -1.8080  -1.58
N -1.3664 -0.3452 -1.4422  -0.26
C -2.5244 -0.3242 -0.5735  -0.48
O -3.1282 -1.5933 -0.4989  -0.65
H 0.0533 -1.6046 3.7781  0.36
H -1.3709 -0.8967 3.0207  0.28
H 0.1461 0.1200 3.1070  0.31
H 1.1160 -1.6958 1.6998  0.31
H 1.0716 0.0761 0.5665  0.58
H -0.6035 0.3186 0.8468  0.14
H -0.1081 -2.0658 -0.9031  0.43
H 0.7184 -0.4219 -2.8747  0.32
H 1.2703 0.5946 -1.6197  0.43
H 1.9464 -1.0678 -1.7858  0.35
H -1.6230 -0.6474 -2.3723  0.23
H -3.3129 0.2329 -1.0769  0.30
H -2.3590 0.0375 0.4445  0.33
H -2.6259 -2.2986 -0.0458  0.43
O -1.6378 -3.4550 1.0535  -0.80
H -2.1357 -2.9724 1.7307  0.33
H -0.7738 -2.9471 1.1715  0.50
O -0.0419 2.6342 1.5060  -0.64
H -0.2119 2.2846 0.5933  0.39
H -0.7193 3.3242 1.4812  0.32
O 4.3708 0.6772 0.9113  -0.63
H 4.5024 0.5087 -0.0260  0.31
H 3.7470 1.4158 0.9241  0.31
O -0.5277 2.2941 -1.0711  -0.67
H -0.5925 2.9624 -1.7659  0.28
H -0.4509 1.4450 -1.5950  0.32
O 1.8674 2.3682 -2.3288  -0.54
H 1.5989 2.6940 -3.1916  0.28
H 2.7968 2.6172 -2.2263  0.24

SMILES = CNC[C@H](C)NCO.O.O.O.O.O
ΔE to the lowest compared entry with this formula, charge and spin = 52.4 kcal per mole
LUMO level = 0.0 eV
HOMO level = -9.03 eV
net charge = 0

Entry 3:
# C46H126CsF6O23

A structure of composition C46H126CsF6O23 at a distorted geometry (ωB97M-V/def2-TZVPD, OMol25).

Last column: Mulliken charge in e.
Geometry (Å):
Cs 0.6612 -2.6571 4.5017  1.23
C -0.9877 -0.9257 0.6839  -1.29
O 0.3709 -0.4184 0.6669  1.60
O -1.0028 -1.6256 1.9199  -1.61
C -2.2232 0.1238 0.3195  0.54
F -2.6451 0.8084 1.4183  -0.27
F -1.8749 1.1242 -0.5640  -0.17
F -3.2345 -0.4740 -0.2681  -0.17
C 1.0448 -0.0326 -0.5058  0.70
C 2.3796 0.6290 -0.0733  0.02
H 3.2019 0.7717 -0.7745  -0.29
H 2.1215 1.5762 0.4004  -0.29
H 2.8398 0.0265 0.7098  0.25
H 0.4975 0.7159 -1.0788  0.53
H 1.2786 -0.8276 -1.2138  -1.30
H -0.9902 -1.6619 -0.1199  0.11
C 3.0438 -3.8382 -4.2412  0.40
O 1.7409 -3.2196 -4.4660  -0.43
O 2.7994 -5.1752 -4.5177  -0.91
C 4.0502 -2.8757 -4.8943  0.72
F 3.8913 -2.6964 -6.2463  -0.33
F 4.0914 -1.6894 -4.3400  -0.19
F 5.3163 -3.2166 -4.6971  -0.33
C 1.2359 -2.4432 -3.4398  1.36
C -0.2577 -2.4178 -3.6055  -0.95
H -0.6132 -1.9591 -4.5282  0.08
H -0.6963 -3.4155 -3.5850  0.19
H -0.7992 -1.9348 -2.7922  0.08
H 1.5726 -1.4254 -3.6370  -0.20
H 1.4757 -2.7253 -2.4147  -0.30
H 3.2078 -3.8285 -3.1636  -0.19
C -3.0489 2.1711 5.7859  -0.48
C -2.3975 0.9027 6.3883  0.53
O -1.0529 1.1398 6.3592  -0.57
H -3.0010 3.1548 6.2531  0.32
H -4.1011 2.0275 5.5405  0.13
H -2.5627 2.3095 4.8202  0.00
H -2.4719 0.0602 5.7007  -0.41
H -2.9493 0.6462 7.2926  0.41
H -0.8539 0.9753 5.4346  0.27
C 3.9549 1.7753 -3.3658  0.75
C 3.1932 3.0865 -3.3527  -0.26
O 2.4654 3.2881 -2.1378  -0.14
H 4.4992 1.6571 -4.3028  0.68
H 3.2807 0.9483 -3.1427  -0.39
H 4.6185 1.7047 -2.5040  -1.16
H 2.4567 3.1083 -4.1560  0.07
H 3.9536 3.8345 -3.5768  0.25
H 1.9026 3.9933 -2.4656  0.07
C -0.3693 3.1436 -3.6467  0.32
C 0.0891 4.5677 -4.0584  -0.94
O 0.5382 5.2390 -2.8634  -0.54
H -1.2415 3.1461 -2.9931  0.26
H 0.4337 2.5083 -3.2730  0.05
H -0.8096 2.5802 -4.4694  -0.16
H -0.7684 5.1355 -4.4195  0.51
H 0.7766 4.5203 -4.9029  0.21
H -0.0399 5.9575 -2.5968  0.31
C -1.0585 5.3867 1.3276  -1.56
C -0.2717 4.2948 0.6506  0.92
O 1.0885 4.5365 0.4271  -0.35
H -0.8197 6.3513 0.8795  0.37
H -0.9150 5.5893 2.3890  0.30
H -2.0901 5.0807 1.1535  0.41
H -0.8684 4.1326 -0.2471  0.11
H -0.3586 3.3758 1.2301  -0.32
H 1.3415 4.2458 -0.4521  0.22
C -2.7961 0.2171 -4.7890  0.25
C -2.8177 0.0681 -6.2367  -0.42
O -2.4839 1.3265 -6.8115  -0.56
H -3.2483 -0.6091 -4.2405  0.52
H -3.4450 1.0424 -4.4959  -0.59
H -1.7910 0.4999 -4.4760  -0.22
H -3.7947 -0.3113 -6.5361  0.47
H -2.0196 -0.6088 -6.5415  0.24
H -3.2365 1.4817 -7.3869  0.28
C -7.5096 -0.9216 -2.1105  -0.68
C -8.2445 -1.8244 -1.1470  -0.34
O -8.9891 -2.7434 -1.8112  -0.54
H -8.0711 -0.6557 -3.0061  0.36
H -6.7085 -1.5146 -2.5516  0.33
H -6.9874 -0.1327 -1.5691  0.03
H -8.9097 -1.2257 -0.5247  0.35
H -7.5456 -2.3487 -0.4953  0.19
H -9.8062 -2.9923 -1.3730  0.31
C -1.3098 -5.6891 7.2168  -1.14
C -2.2436 -4.7766 6.4355  0.44
O -1.7989 -3.4632 6.3751  -0.58
H -1.2393 -5.4927 8.2866  0.31
H -0.3534 -5.3686 6.8035  0.20
H -1.6328 -6.7268 7.1337  0.35
H -3.2702 -4.9529 6.7563  0.26
H -2.4672 -5.0126 5.3951  -0.26
H -2.1745 -3.1353 5.5547  0.22
C 2.5299 5.5508 3.9799  -0.76
C 3.9324 5.2815 3.3354  0.46
O 4.9921 5.8772 4.0653  -0.62
H 2.1843 6.5339 3.6604  0.37
H 2.5803 5.3226 5.0445  0.39
H 1.7727 4.9415 3.4865  -0.16
H 3.9868 5.7474 2.3515  0.20
H 4.0621 4.2004 3.2866  -0.15
H 5.7714 5.4527 3.6991  0.32
C -6.7468 0.9139 1.9319  -0.98
C -5.7473 1.9300 2.5795  0.28
O -6.3026 2.1246 3.8449  -0.60
H -7.7938 1.2172 1.9306  0.47
H -6.8807 -0.0232 2.4723  0.23
H -6.6871 0.6915 0.8665  0.03
H -5.7239 2.9219 2.1282  0.48
H -4.6825 1.7028 2.6305  -0.14
H -5.8312 2.8367 4.2834  0.30
C 2.3039 1.2641 3.9683  -0.71
C 1.0977 2.1848 3.7339  0.67
O -0.0501 1.4082 3.8328  -0.21
H 2.2789 0.3722 3.3423  -0.07
H 2.3748 0.8317 4.9664  0.38
H 3.1792 1.8786 3.7579  0.12
H 1.2692 2.5303 2.7145  -0.58
H 1.0231 3.0321 4.4155  0.33
H -0.3780 1.0016 3.0274  0.01
C 6.4942 -0.9073 -1.7372  -1.06
C 6.5542 -0.0301 -0.4936  0.42
O 6.8751 1.2526 -0.9203  -0.71
H 7.5279 -1.0724 -2.0409  0.40
H 5.7626 -0.5657 -2.4694  0.17
H 6.1759 -1.9302 -1.5356  0.32
H 7.2658 -0.3939 0.2477  0.43
H 5.6547 -0.0286 0.1221  -0.21
H 6.2525 1.5585 -1.5839  0.19
C -4.7616 -1.4907 4.2139  -1.25
C -3.8527 -2.6284 4.2142  -0.27
O -2.4647 -2.2178 4.1905  0.62
H -4.4919 -0.8988 3.3392  -0.04
H -4.8365 -0.8142 5.0653  0.23
H -5.7753 -1.8128 3.9757  0.56
H -4.0944 -3.4644 3.5578  0.31
H -4.1055 -3.0909 5.1682  0.41
H -2.2332 -1.8331 3.3419  -0.12
C -6.0324 1.7753 -3.1542  -1.02
C -5.4246 2.9014 -4.0340  -0.20
O -6.4121 3.7454 -4.6407  -0.55
H -6.7765 2.2126 -2.4885  0.53
H -5.2936 1.3998 -2.4462  0.29
H -6.6434 1.0356 -3.6715  0.34
H -4.7857 2.4531 -4.7949  0.12
H -4.6726 3.4780 -3.4952  0.26
H -5.8170 4.3337 -5.1112  0.34
C 7.3948 -0.8426 3.1358  -0.72
C 7.0033 -0.8395 4.6401  -0.11
O 7.9247 -0.1887 5.4120  -0.54
H 7.5540 0.1984 2.8546  0.26
H 6.6767 -1.3137 2.4645  0.10
H 8.3856 -1.2591 2.9545  0.36
H 6.7204 -1.8130 5.0406  0.31
H 6.0896 -0.2499 4.7155  0.05
H 7.4730 -0.0245 6.2430  0.32
C 4.1510 -3.4196 0.5823  -1.07
C 2.6261 -3.1630 0.4759  1.02
O 2.3564 -2.4392 1.6310  -0.39
H 4.3576 -3.8813 1.5478  0.27
H 4.6165 -2.4370 0.6601  -0.06
H 4.4582 -4.0797 -0.2288  0.48
H 2.1033 -4.0991 0.2796  0.40
H 2.5096 -2.5728 -0.4331  -0.76
H 1.6717 -1.8249 1.3564  -0.17
C 1.4319 0.3738 -6.4163  -0.12
C 1.0726 1.6087 -7.1972  -0.37
O 0.1379 1.2969 -8.1918  -0.60
H 2.2497 0.4866 -5.7045  0.00
H 1.8588 -0.2721 -7.1836  0.32
H 0.5440 -0.1333 -6.0389  -0.11
H 1.9539 1.9181 -7.7591  0.38
H 0.6141 2.4365 -6.6562  0.19
H -0.6772 1.0674 -7.7395  0.29
C -2.2502 -6.0043 -2.5251  -1.22
C -0.7474 -6.1868 -2.2138  0.44
O -0.1910 -7.1718 -3.0199  -0.61
H -2.4030 -5.5740 -3.5148  0.34
H -2.8435 -5.4597 -1.7907  0.26
H -2.8305 -6.9209 -2.6311  0.39
H -0.5719 -6.5191 -1.1906  0.31
H -0.2086 -5.2547 -2.3841  -0.21
H 0.7651 -7.1314 -2.9427  0.33
C 4.8958 3.6478 0.3282  -0.73
C 6.2329 4.3791 0.0164  -0.58
O 7.1497 3.5066 0.6993  -0.61
H 4.0622 4.3222 0.1321  0.24
H 4.7916 3.3786 1.3793  0.25
H 4.6199 2.8274 -0.3343  0.44
H 6.3692 5.3455 0.5018  0.35
H 6.4087 4.4888 -1.0538  0.23
H 6.9911 2.6237 0.3572  0.46
C -2.8147 -6.2755 2.5489  -1.32
C -2.3300 -5.0533 1.7728  0.18
O -1.3318 -4.3550 2.5429  -0.34
H -3.2928 -6.0845 3.5096  0.23
H -1.8368 -6.7311 2.7049  0.27
H -3.3629 -6.9040 1.8471  0.42
H -3.0971 -4.3001 1.5935  0.27
H -1.9337 -5.3705 0.8082  0.18
H -1.2472 -3.4465 2.2444  0.18

ΔE to the lowest compared entry with this formula, charge and spin = 41.8 kcal per mole
LUMO level = 1.1 eV
HOMO level = -4.00 eV
net charge = -1

Respective calculated total energy values: -688.16998 -765.79464 -4177.75618 a.u..